{"formula": "C15H19N2O4PdS", "method": "wB97M-V/def2-TZVPD", "spin_multiplicity": 3, "gap_ev": [7.4, 7.7], "homo_energy_ev": [-4.4, -5.5], "e_tot_ev": -41348.390, "total_charge": -1, "symbols": ["Pd", "S", "O", "O", "O", "O", "N", "N", "C", "C", "C", "C", "C", "C", "C", "C", "C", "C", "C", "C", "C", "C", "C", "H", "H", "H", "H", "H", "H", "H", "H", "H", "H", "H", "H", "H", "H", "H", "H", "H", "H", "H"], "coordinates": [[-0.3444, -0.1336, 1.0795], [1.2778, -1.7015, 2.2834], [1.0781, -0.3399, 2.8817], [1.4456, -1.3776, 0.7837], [-0.0299, -2.4025, 2.3691], [2.4053, -2.4220, 2.8091], [-2.1868, -0.7370, -0.3667], [2.3844, 1.6275, -1.8108], [-3.1781, -2.4127, 1.0279], [0.4076, 3.7296, -0.8459], [-3.0150, -1.1036, 0.6237], [3.1026, 1.3739, -0.5636], [-0.6255, 4.1652, 1.2696], [0.3622, 2.3585, -0.5999], [-0.1812, 1.8741, 0.5898], [-2.4809, -4.8259, 0.9100], [2.8732, 0.7497, -2.8532], [-0.0889, 4.6340, 0.0768], [-2.4482, -3.4189, 0.3939], [0.9491, 1.4184, -1.6239], [-0.6608, 2.8000, 1.5212], [-1.6520, -3.0511, -0.6792], [-1.5502, -1.7097, -1.0179], [-3.4935, -5.2335, 0.8928], [3.9390, 0.9213, -3.0157], [-1.8319, -5.4757, 0.3257], [-0.8736, -1.3930, -1.8044], [-2.1229, -4.8333, 1.9402], [-1.0050, 4.8631, 2.0075], [2.7612, 2.0644, 0.2062], [2.9438, 0.3518, -0.1913], [0.4609, 1.5723, -2.5927], [-3.8133, -2.6410, 1.8741], [2.3464, 0.9502, -3.7891], [-3.5178, -0.2952, 1.1444], [0.8585, 4.0819, -1.7675], [0.7482, 0.3784, -1.3109], [-1.0499, -3.7831, -1.2005], [2.7363, -0.3161, -2.6017], [-0.0489, 5.6983, -0.1233], [-1.0511, 2.4564, 2.4741], [4.1697, 1.5382, -0.7261]], "forces_ev_per_a": [[0.6, 0.2, 0.4], [-0.6, -0.1, -0.5], [0.0, 0.2, 0.1], [-0.1, 0.0, 0.0], [0.2, -0.1, 0.0], [0.1, 0.0, 0.0], [-0.2, 0.1, -0.1], [0.0, 0.0, 0.0], [0.1, 0.0, -0.1], [0.0, 0.0, 0.0], [0.1, -0.1, 0.1], [0.0, 0.0, 0.0], [0.0, 0.0, 0.0], [0.0, -0.1, 0.0], [-0.1, 0.0, 0.0], [0.0, 0.0, 0.0], [0.0, 0.0, 0.0], [0.0, 0.0, 0.1], [0.0, 0.0, 0.0], [0.0, -0.1, 0.0], [0.0, 0.0, 0.0], [0.0, 0.1, 0.1], [0.2, -0.2, 0.0], [0.0, 0.0, 0.0], [0.0, 0.0, 0.0], [0.0, 0.0, 0.0], [0.0, 0.0, 0.0], [0.0, 0.0, 0.0], [0.0, 0.0, 0.0], [0.0, 0.0, 0.0], [0.0, 0.0, 0.0], [0.0, 0.0, 0.0], [0.0, 0.0, 0.0], [0.0, 0.0, 0.0], [0.0, 0.0, 0.0], [0.0, 0.0, 0.0], [0.0, 0.1, 0.0], [0.0, 0.0, 0.0], [0.0, 0.0, 0.0], [0.0, 0.0, 0.0], [0.0, 0.0, 0.0], [0.0, 0.0, 0.0]]}


{"formula": "C15H19N3O5S2", "method": "wB97M-V/def2-TZVPD", "gap_ev": 8.7, "homo_energy_ev": -8.8, "e_tot_ev": -52243.093, "symbols": ["S", "S", "O", "O", "O", "O", "O", "N", "N", "N", "C", "C", "C", "C", "C", "C", "C", "C", "C", "C", "C", "C", "C", "C", "C", "H", "H", "H", "H", "H", "H", "H", "H", "H", "H", "H", "H", "H", "H", "H", "H", "H", "H", "H"], "coordinates": [[1.7195, 3.6578, -0.4364], [7.3517, -0.8128, -0.2139], [8.2482, 0.1943, 0.2595], [-5.4759, -0.6381, -1.4222], [7.4275, -2.1443, 0.3019], [-0.6506, 0.0017, 0.7831], [-3.9223, 0.8875, -1.8679], [1.7239, 1.0347, 0.1971], [7.5921, -0.9255, -1.8637], [-0.2881, 2.1736, 0.2184], [-5.7508, -1.6624, -0.4668], [-1.0831, 1.1225, 0.5854], [-4.3065, -0.0414, -1.2113], [-3.5678, -0.6860, -0.0434], [3.0617, 0.6803, 0.0968], [-6.9031, -1.2205, 0.4287], [3.3469, -0.6858, 0.2150], [5.4073, 1.1265, -0.1671], [1.0905, 2.2047, 0.0110], [-2.5360, 1.5054, 0.7271], [4.1056, 1.5875, -0.0895], [5.6690, -0.2248, -0.0640], [-3.4130, 0.3149, 1.1125], [-4.4351, -1.8973, 0.3010], [4.6480, -1.1361, 0.1300], [-6.6224, -0.3411, 1.0033], [-6.0539, -2.5458, -1.0389], [2.5382, -1.3839, 0.3755], [-7.1687, -2.0229, 1.1110], [-3.9605, -2.8199, -0.0300], [-4.3953, 0.6805, 1.4179], [7.5943, -0.0405, -2.3406], [-7.7685, -0.9734, -0.1803], [-2.8775, 1.9195, -0.2256], [-2.5688, -0.9790, -0.3718], [3.9014, 2.6416, -0.1668], [-2.6130, 2.2880, 1.4856], [-4.6213, -1.9734, 1.3707], [4.8953, -2.1812, 0.2268], [-2.9585, -0.2059, 1.9579], [-0.7292, 3.0695, 0.0470], [6.2319, 1.8106, -0.2893], [1.0892, 0.2646, 0.4425], [7.0281, -1.6237, -2.3163]], "forces_ev_per_a": [[0.1, 0.4, -0.1], [-0.1, 0.0, -0.7], [-0.2, 0.2, -0.2], [-0.4, 0.1, -0.4], [-0.3, -0.1, -0.1], [0.0, -0.3, 0.1], [-0.1, 0.0, -0.1], [-1.0, -0.3, 0.2], [0.3, -0.1, 0.9], [-0.1, -0.1, 0.0], [-0.3, -0.4, 0.5], [-0.2, 0.3, 0.0], [0.8, 0.1, 0.2], [-0.2, -0.1, 0.1], [0.7, 0.0, -0.1], [0.2, -0.1, -0.4], [0.0, 0.2, -0.1], [0.0, -0.1, 0.0], [0.3, 0.2, -0.1], [-0.2, -0.2, 0.2], [0.0, 0.1, 0.0], [0.6, -0.2, 0.1], [0.2, 0.1, -0.2], [0.0, 0.0, -0.2], [-0.1, -0.1, 0.0], [0.0, 0.1, 0.1], [0.1, 0.1, 0.1], [-0.1, -0.1, 0.0], [0.0, -0.1, 0.1], [0.0, 0.0, 0.0], [0.0, 0.0, 0.1], [0.0, 0.2, 0.0], [-0.1, 0.0, 0.0], [0.1, 0.1, 0.1], [-0.1, 0.0, -0.1], [0.0, -0.1, 0.0], [0.1, 0.0, 0.0], [0.0, -0.1, 0.0], [-0.1, -0.1, 0.0], [-0.1, 0.0, 0.0], [0.1, -0.2, 0.0], [0.0, 0.2, 0.0], [0.1, 0.3, -0.1], [-0.2, -0.2, 0.0]]}


Across the entries above, relative energy (zero: lowest compared OMol25 entry of this formula, charge and spin) takes the values 0.00; 0.00 kJ/mol, respectively.